No. 1
Below is a 2-piece molecular cluster, C3H12N3O overall at a distorted geometry, with properties calculated with ωB97M-V/def2-TZVPD.

Each line ends with the Löwdin charge.
Element x y z (Å)
C -0.006 2.125 0.596  -0.04
C -1.364 -0.058 0.412  -0.24
N -0.476 -0.521 1.465  0.22
N -1.180 1.346 0.051  0.03
N -2.493 -0.505 -0.144  0.20
H 0.379 -0.183 1.313  0.01
H -0.508 -1.473 1.787  0.12
H -1.438 1.526 -0.819  0.06
H -3.023 0.143 -0.792  0.18
H -2.784 -1.422 0.136  0.13
H 0.580 1.681 1.408  0.07
H -0.462 3.167 0.861  0.13
H 0.748 2.201 -0.230  0.10
C 3.087 -1.122 -1.071  -0.19
O 1.703 -1.080 -1.027  -0.19
H 1.427 -1.365 -1.979  0.13
H 3.513 -0.581 -1.829  0.05
H 3.272 -0.718 -0.054  0.08
H 3.407 -2.251 -0.815  0.13

highest occupied orbital energy: -13.46 eV
total charge: +1
gap between HOMO and LUMO: 10.18 eV

No. 2
Below is C17H45F3O9Y as an isolated structure at a distorted geometry, with properties calculated with ωB97M-V/def2-TZVPD.

Each line ends with the Löwdin charge.
Element x y z (Å)
Y -23.380 -8.132 -13.297  1.89
C -20.877 -8.614 -15.904  -0.42
O -21.792 -8.822 -16.946  -0.09
O -21.592 -8.411 -14.755  -0.28
C -19.936 -9.833 -15.862  -0.58
F -19.255 -9.915 -16.996  0.17
F -19.063 -9.696 -14.844  0.14
F -20.591 -10.980 -15.646  0.15
C -21.473 -8.224 -18.203  -0.24
C -22.657 -8.460 -19.123  -0.05
H -22.449 -7.951 -20.067  0.09
H -22.731 -9.530 -19.310  0.08
H -23.576 -8.028 -18.740  0.05
H -20.557 -8.637 -18.628  0.12
H -21.298 -7.148 -18.078  0.12
H -20.232 -7.742 -16.070  0.16
C -24.639 -5.994 -15.805  -0.22
O -24.725 -6.709 -14.606  -0.45
H -23.880 -5.200 -15.730  0.06
H -24.326 -6.646 -16.629  0.06
H -25.575 -5.487 -16.061  0.08
C -21.496 -2.519 -16.280  -0.08
C -22.975 -2.120 -16.328  -0.34
O -23.030 -0.709 -16.309  -0.07
H -20.975 -2.066 -17.124  0.08
H -21.435 -3.605 -16.343  0.06
H -21.066 -2.099 -15.372  0.07
H -23.420 -2.536 -15.413  0.09
H -23.536 -2.524 -17.174  0.11
H -23.916 -0.379 -16.477  0.09
C -26.094 -4.816 -11.330  -0.08
C -25.087 -4.575 -10.223  -0.26
O -23.878 -4.107 -10.848  -0.09
H -27.007 -5.306 -10.992  0.08
H -25.682 -5.423 -12.134  0.05
H -26.375 -3.850 -11.753  0.09
H -24.856 -5.521 -9.719  0.11
H -25.449 -3.883 -9.465  0.12
H -23.159 -4.177 -10.209  0.10
C -24.576 -11.108 -16.495  -0.05
C -25.021 -9.806 -15.891  -0.26
O -24.840 -9.766 -14.445  -0.19
H -24.608 -11.009 -17.579  0.09
H -25.227 -11.938 -16.205  0.08
H -23.562 -11.391 -16.208  0.08
H -26.050 -9.543 -16.145  0.12
H -24.451 -8.991 -16.341  0.09
H -25.344 -10.518 -14.104  0.11
C -20.914 -4.398 -12.372  -0.06
C -21.849 -5.132 -13.315  -0.25
O -22.859 -5.883 -12.581  -0.23
H -20.200 -3.823 -12.966  0.09
H -20.317 -5.105 -11.789  0.09
H -21.352 -3.679 -11.683  0.07
H -21.300 -5.813 -13.962  0.11
H -22.351 -4.386 -13.936  0.11
H -23.326 -5.205 -12.026  0.05
C -27.738 -6.295 -19.138  -0.08
C -26.826 -7.296 -18.463  -0.33
O -27.235 -8.638 -18.719  -0.08
H -27.479 -5.286 -18.802  0.07
H -28.779 -6.476 -18.873  0.08
H -27.613 -6.288 -20.220  0.08
H -26.832 -7.102 -17.382  0.08
H -25.778 -7.157 -18.721  0.09
H -28.091 -8.739 -18.288  0.08
C -29.708 -7.258 -13.228  -0.08
C -28.250 -6.849 -13.356  -0.33
O -27.803 -7.214 -14.671  -0.10
H -30.286 -6.831 -14.046  0.08
H -30.072 -6.921 -12.256  0.08
H -29.854 -8.336 -13.303  0.07
H -27.597 -7.358 -12.633  0.10
H -28.147 -5.766 -13.229  0.10
H -26.868 -6.956 -14.691  0.02

highest occupied orbital energy: -12.09 eV
total charge: +1
gap between HOMO and LUMO: 7.11 eV

No. 3
Below is C27H48IN5O2S2 in the gas phase at a distorted geometry, with properties calculated with ωB97M-V/def2-TZVPD.

Each line ends with the Löwdin charge.
Element x y z (Å)
C 3.150 5.684 1.110  -0.13
C 4.059 4.433 0.761  -0.26
C 3.298 3.560 -0.333  -0.22
C 4.385 2.623 -1.030  -0.20
C 3.629 1.343 -1.632  -0.19
C 3.967 1.202 -3.190  -0.18
C 2.573 1.318 -3.969  -0.19
C 1.923 -0.150 -4.066  -0.19
C 0.601 -0.244 -3.199  -0.18
C 0.794 -1.101 -1.854  -0.18
C 0.173 -0.291 -0.628  -0.13
C -1.402 -0.300 -0.733  -0.25
O -2.028 -1.164 -1.707  0.02
C -2.634 -2.184 -0.935  -0.37
O -2.800 -3.269 -1.411  0.14
C -3.043 -1.630 0.509  -0.24
C -2.613 -2.818 1.464  -0.13
C -1.056 -3.061 1.582  -0.22
C -0.484 -4.195 0.626  -0.43
S 0.649 -5.347 1.555  0.84
C 2.369 -4.797 1.341  -1.04
S 3.464 -5.726 0.537  0.72
N 2.781 -3.530 1.924  -0.16
C 2.541 -2.241 1.456  -0.10
C 3.082 -1.238 2.346  -0.10
N 3.695 -1.997 3.367  0.02
C 3.528 -3.309 3.111  -0.15
C -4.634 -1.666 0.623  -0.05
C -5.393 -0.439 -0.024  -0.62
N -4.880 -0.026 -1.348  0.10
N -5.500 0.691 0.940  0.08
N -6.807 -0.888 -0.230  0.04
C -2.287 -0.252 0.583  -0.15
C -1.598 0.191 1.948  -0.12
C -2.359 1.414 2.630  -0.30
C -1.730 2.817 2.226  -0.61
I -0.995 3.770 4.057  0.70
H 3.544 6.212 2.020  0.07
H 3.158 6.374 0.225  0.07
H 2.080 5.410 1.304  0.07
H 5.011 4.807 0.281  0.11
H 4.306 3.822 1.668  0.11
H 2.552 2.898 0.184  0.10
H 2.829 4.232 -1.105  0.12
H 5.131 2.229 -0.286  0.11
H 4.951 3.200 -1.802  0.10
H 3.865 0.402 -1.054  0.11
H 2.527 1.522 -1.476  0.07
H 4.397 0.176 -3.324  0.10
H 4.675 1.986 -3.561  0.10
H 1.892 2.042 -3.454  0.09
H 2.725 1.717 -5.015  0.10
H 1.628 -0.255 -5.153  0.10
H 2.669 -0.960 -3.872  0.10
H -0.181 -0.733 -3.842  0.11
H 0.295 0.785 -2.859  0.10
H 1.891 -1.295 -1.727  0.09
H 0.300 -2.100 -1.995  0.10
H 0.541 -0.664 0.363  0.07
H 0.595 0.751 -0.739  0.10
H -1.601 0.714 -1.201  0.15
H -3.049 -3.765 1.030  0.13
H -3.082 -2.695 2.473  0.12
H -0.421 -2.151 1.446  0.07
H -0.866 -3.410 2.640  0.10
H 0.134 -3.673 -0.161  0.07
H -1.282 -4.803 0.135  0.08
H 1.987 -2.172 0.495  0.09
H 3.005 -0.139 2.217  0.10
H 3.940 -4.104 3.766  0.13
H -5.021 -2.610 0.159  0.13
H -4.955 -1.703 1.706  0.13
H -5.678 0.197 -1.947  0.08
H -4.336 0.840 -1.293  0.07
H -4.928 1.481 0.649  0.06
H -5.287 0.389 1.889  0.06
H -6.867 -1.519 -1.034  0.07
H -7.335 -0.046 -0.494  0.07
H -2.933 0.647 0.374  0.11
H -1.549 -0.666 2.676  0.11
H -0.537 0.543 1.811  0.11
H -2.219 1.285 3.736  0.06
H -3.458 1.398 2.433  0.08
H -0.906 2.747 1.476  0.04
H -2.554 3.469 1.828  0.04

highest occupied orbital energy: -8.84 eV
gap between HOMO and LUMO: 7.50 eV